(1)
Entry from the Open Molecules 2025 dataset: C40H57BIN5PRu as an isolated structure at a distorted geometry (ωB97M-V/def2-TZVPD).

Last column: Mulliken spin population.
Cartesian coordinates (Å):
Ru -1.053 0.007 0.129  3.70
C 0.244 -0.139 4.821  0.01
C 0.091 1.111 3.968  -0.02
C 0.717 2.324 4.663  0.02
C 0.680 0.991 2.583  0.11
C 0.092 1.717 1.527  0.10
C 0.675 1.788 0.237  0.00
C 0.516 3.142 -0.470  0.00
C 1.509 4.075 0.243  0.01
C 0.712 3.289 -1.978  0.00
C 1.686 0.821 -0.077  0.09
C 2.397 0.249 1.014  0.09
C 1.870 0.333 2.309  0.03
C 3.807 -0.282 0.870  0.02
C 4.119 -1.493 1.747  0.00
C 4.764 0.861 1.249  0.01
C 2.054 0.608 -1.524  -0.08
C 3.183 1.231 -2.041  0.01
C 3.458 1.236 -3.400  0.01
C 2.584 0.624 -4.279  0.00
C 1.496 -0.071 -3.778  -0.01
C 1.225 -0.124 -2.412  0.05
P 0.097 -1.411 -1.758  0.21
C 1.233 -2.919 -1.727  0.03
C 1.792 -3.295 -3.106  0.01
C 0.498 -4.118 -1.123  0.03
C 2.456 -2.552 -0.885  0.01
C -1.386 -1.756 -2.856  0.05
C -1.168 -2.586 -4.126  0.01
C -2.404 -2.499 -1.975  0.00
C -2.015 -0.421 -3.230  -0.05
H -0.183 0.034 5.806  0.00
H 1.289 -0.400 4.971  0.00
H -0.257 -0.995 4.383  0.00
H -0.978 1.313 3.838  0.00
H 1.782 2.165 4.825  0.00
H 0.251 2.483 5.632  0.00
H 0.598 3.233 4.075  0.00
H -0.665 2.454 1.791  0.01
H -0.482 3.499 -0.218  -0.01
H 2.535 3.756 0.061  0.00
H 1.348 4.104 1.318  0.00
H 1.401 5.085 -0.146  0.00
H 0.324 2.465 -2.566  0.00
H 1.761 3.398 -2.228  0.00
H 0.214 4.204 -2.300  0.00
H 2.415 -0.130 3.114  0.00
H 3.983 -0.539 -0.177  0.00
H 4.307 -1.195 2.776  0.00
H 5.020 -1.981 1.389  0.00
H 3.320 -2.234 1.756  0.00
H 4.585 1.179 2.275  0.00
H 4.656 1.733 0.613  0.00
H 5.794 0.517 1.180  0.00
H 3.828 1.780 -1.377  0.00
H 4.336 1.743 -3.767  0.00
H 2.767 0.650 -5.341  0.00
H 0.872 -0.617 -4.467  0.00
H 1.097 -3.848 -3.723  0.00
H 2.648 -3.946 -2.928  0.00
H 2.165 -2.434 -3.662  0.00
H -0.284 -4.494 -1.779  0.00
H 0.060 -3.902 -0.148  -0.01
H 1.218 -4.925 -0.993  0.00
H 3.115 -1.888 -1.443  0.00
H 3.013 -3.460 -0.663  0.00
H 2.215 -2.069 0.054  0.01
H -0.943 -3.624 -3.903  0.00
H -0.396 -2.198 -4.781  0.00
H -2.104 -2.581 -4.685  0.00
H -2.026 -3.440 -1.579  0.00
H -3.279 -2.727 -2.583  0.00
H -2.741 -1.887 -1.127  0.03
H -1.398 0.169 -3.907  0.00
H -2.229 0.173 -2.333  0.05
H -2.969 -0.607 -3.721  0.00
B -3.123 -1.503 2.956  0.00
N -1.783 -2.085 2.655  0.01
C -1.261 -3.131 3.321  0.03
C 0.040 -3.323 2.914  0.03
C 0.250 -2.317 1.977  -0.03
N -0.844 -1.582 1.817  0.11
N -3.797 -0.687 1.897  0.05
C -5.106 -0.357 1.961  0.02
C -5.504 0.141 0.743  0.02
C -4.354 0.097 -0.039  0.03
N -3.328 -0.380 0.662  0.08
H -3.883 -2.367 3.365  0.00
H -3.117 -0.857 4.028  0.00
H -1.862 -3.651 4.040  0.00
H 0.733 -4.066 3.247  0.00
H 1.141 -2.078 1.435  0.03
H -5.649 -0.547 2.863  0.00
H -6.480 0.470 0.450  0.00
H -4.232 0.385 -1.068  0.00
I -4.632 4.504 2.080  0.00
C -3.719 3.731 0.391  0.01
C -3.870 4.316 -0.864  0.00
C -3.230 3.732 -1.939  0.01
C -2.469 2.593 -1.740  0.05
N -2.327 2.017 -0.544  -0.01
C -2.944 2.587 0.496  0.05
H -4.473 5.202 -0.992  0.00
H -3.313 4.154 -2.928  0.00
H -1.948 2.142 -2.567  -0.02
H -2.824 2.102 1.454  -0.01

Net charge: +2
Multiplicity: 6
HOMO-LUMO gap (spin up / spin down), eV: 7.5 / 4.7
Max |F|, eV/A: 3.5
Expectation value of S²: 8.771
Total energy, eV: -70488.090

---

(2)
Entry from the Open Molecules 2025 dataset: C40H58BN8S2V as an isolated structure at a distorted geometry (ωB97M-V/def2-TZVPD).

Last column: Mulliken spin population.
Cartesian coordinates (Å):
V 0.493 -0.143 -1.125  1.21
C -4.476 -1.475 0.928  0.00
C -3.786 -0.375 0.114  0.00
C -4.812 0.692 -0.280  0.00
C -2.671 0.219 0.914  0.01
C -2.820 0.756 2.194  0.00
C -1.556 1.138 2.597  0.00
C -1.190 1.737 3.917  0.00
C -1.509 0.722 5.018  0.00
C -1.960 3.044 4.118  0.00
N -0.706 0.843 1.591  0.01
N -1.386 0.282 0.561  0.04
B 0.831 0.950 1.550  -0.10
N 1.134 1.958 0.385  -0.02
N 0.391 1.691 -0.713  -0.05
C 0.076 2.833 -1.334  0.03
C 0.711 3.866 -0.656  0.00
C 1.373 3.291 0.424  0.02
C 2.223 4.147 1.315  0.00
C 3.309 3.434 2.107  0.00
C 1.338 4.995 2.236  0.00
C -0.888 2.932 -2.475  0.00
C -1.085 4.378 -2.926  0.00
C -2.226 2.328 -2.038  0.01
N 1.288 -0.523 1.296  -0.02
N 0.587 -1.280 0.413  -0.04
C 0.762 -2.573 0.705  0.04
C 1.658 -2.651 1.761  0.00
C 1.971 -1.344 2.120  0.01
C 2.901 -1.109 3.272  0.00
C 3.591 0.244 3.368  0.00
C 2.160 -1.440 4.576  0.00
C 0.034 -3.729 0.086  -0.01
C -0.085 -4.886 1.079  0.00
C -1.340 -3.278 -0.398  0.02
H -5.156 -2.038 0.295  0.00
H -5.049 -1.045 1.744  0.00
H -3.752 -2.165 1.355  0.00
H -3.379 -0.822 -0.794  0.00
H -5.222 1.172 0.604  0.00
H -5.630 0.234 -0.830  0.00
H -4.364 1.454 -0.909  0.00
H -3.735 0.843 2.741  0.00
H -0.121 1.959 3.940  0.00
H -2.573 0.501 5.032  0.00
H -1.218 1.115 5.987  0.00
H -0.971 -0.209 4.842  0.00
H -3.030 2.866 4.099  0.00
H -1.718 3.754 3.330  0.00
H -1.703 3.491 5.074  0.00
H 1.258 1.347 2.563  0.00
H 0.712 4.906 -0.907  0.00
H 2.729 4.839 0.630  0.00
H 2.894 2.934 2.973  0.00
H 4.035 4.164 2.455  0.00
H 3.831 2.710 1.488  0.00
H 0.785 4.363 2.923  0.00
H 0.632 5.582 1.656  0.00
H 1.962 5.675 2.809  0.00
H -0.518 2.353 -3.328  0.00
H -1.479 4.978 -2.108  0.00
H -1.806 4.406 -3.739  0.00
H -0.151 4.813 -3.272  0.00
H -2.698 2.971 -1.297  0.00
H -2.061 1.341 -1.604  0.00
H -2.888 2.234 -2.896  0.00
H 2.050 -3.534 2.220  0.00
H 3.683 -1.870 3.148  0.00
H 2.950 0.973 3.851  0.00
H 3.872 0.604 2.383  0.00
H 4.491 0.143 3.970  0.00
H 1.350 -0.734 4.745  0.00
H 2.853 -1.381 5.411  0.00
H 1.745 -2.445 4.543  0.00
H 0.600 -4.096 -0.778  0.00
H -0.550 -4.560 2.007  0.00
H 0.890 -5.311 1.304  0.00
H -0.700 -5.671 0.648  0.00
H -1.944 -2.942 0.442  0.00
H -1.855 -4.093 -0.900  0.00
H -1.201 -2.451 -1.091  0.00
S 2.831 -0.285 -1.152  -0.10
C 2.632 -1.772 -1.947  0.03
N 1.442 -2.201 -2.245  -0.01
C 1.495 -3.398 -2.907  0.01
C 0.413 -4.146 -3.369  -0.01
C 0.654 -5.374 -3.945  0.00
C 1.950 -5.866 -4.093  0.00
C 3.038 -5.122 -3.685  0.00
C 2.804 -3.897 -3.089  0.00
S 3.970 -2.786 -2.427  0.00
H -0.588 -3.764 -3.251  0.00
H -0.174 -5.977 -4.281  0.00
H 2.107 -6.842 -4.525  0.00
H 4.042 -5.486 -3.820  0.00
C -2.080 -1.157 -3.231  -0.04
C -0.818 -0.538 -3.722  0.05
C -0.490 -0.394 -5.048  -0.06
C 0.703 0.364 -5.090  -0.01
C 1.047 0.659 -3.796  0.01
C 2.208 1.542 -3.469  0.00
N 0.120 0.076 -2.919  -0.10
H -2.932 -0.650 -3.688  0.00
H -2.146 -1.071 -2.151  0.02
H -2.134 -2.203 -3.528  0.00
H -1.060 -0.752 -5.883  0.00
H 1.233 0.679 -5.968  0.00
H 2.249 2.341 -4.210  0.00
H 3.149 0.994 -3.540  0.00
H 2.151 1.995 -2.481  0.00

Net charge: +1
Multiplicity: 2
HOMO-LUMO gap (spin up / spin down), eV: 5.6 / 6.6
Max |F|, eV/A: 1.7
Expectation value of S²: 0.799
Total energy, eV: -102374.696

---

(3)
Entry from the Open Molecules 2025 dataset: C40H58N6P2Se2Si2Ti as an isolated structure at a distorted geometry (ωB97M-V/def2-TZVPD).

Last column: Mulliken charge in e.
Cartesian coordinates (Å):
Ti 0.469 0.647 -0.111  -0.21
C -2.587 0.022 2.334  -1.01
P -0.792 -0.314 2.263  2.77
C -0.771 -2.149 2.566  -1.45
N -0.064 -2.547 3.590  0.41
C 0.068 -3.879 3.817  0.13
C 0.813 -4.333 4.930  -0.82
C 0.956 -5.674 5.141  -0.53
C 0.369 -6.611 4.257  -0.59
C -0.352 -6.193 3.177  -0.41
C -0.518 -4.808 2.943  0.16
N -1.225 -4.385 1.865  -0.03
C -1.371 -3.102 1.659  -0.43
P -2.133 -2.601 0.036  1.36
C -1.359 -3.915 -0.979  -1.60
C -3.915 -3.216 0.148  1.91
C -4.109 -4.620 0.717  -1.85
C -4.747 -2.239 0.980  -1.64
C -4.425 -3.180 -1.300  -1.74
C -0.256 0.482 3.884  2.16
C 1.190 0.161 4.250  -1.80
C -1.187 0.092 5.036  -2.02
C -0.335 2.001 3.676  -2.41
H -3.061 -0.566 3.118  0.66
H -3.043 -0.214 1.380  -0.80
H -2.742 1.079 2.538  0.60
H 1.254 -3.596 5.589  0.47
H 1.525 -6.030 5.989  0.41
H 0.501 -7.669 4.444  0.40
H -0.808 -6.887 2.483  0.48
H -1.687 -4.906 -0.672  0.51
H -0.278 -3.859 -0.852  0.19
H -1.569 -3.731 -2.030  0.42
H -3.823 -4.676 1.766  0.33
H -3.542 -5.373 0.173  0.28
H -5.169 -4.884 0.641  0.53
H -4.393 -2.179 2.011  0.25
H -5.785 -2.581 1.007  0.56
H -4.744 -1.235 0.551  0.25
H -3.959 -3.953 -1.911  0.37
H -4.232 -2.214 -1.774  0.28
H -5.504 -3.351 -1.308  0.49
H 1.352 -0.896 4.427  -0.12
H 1.439 0.708 5.164  0.69
H 1.860 0.512 3.471  -0.04
H -1.228 -0.985 5.192  0.25
H -2.198 0.472 4.887  0.35
H -0.802 0.550 5.951  0.54
H 0.371 2.344 2.921  0.17
H -0.088 2.484 4.625  0.62
H -1.334 2.338 3.391  0.38
C -1.589 4.284 -1.381  -1.49
Si -1.587 3.440 0.300  0.58
C -1.706 4.682 1.715  -1.55
C -3.228 2.526 0.451  -1.00
N -0.108 2.470 0.446  1.04
C 1.085 3.223 0.508  0.71
C 1.178 4.607 0.318  -1.07
C 2.401 5.250 0.256  -1.43
C 3.572 4.516 0.347  -1.25
C 3.504 3.147 0.531  -0.48
C 2.280 2.488 0.661  0.49
N 2.132 1.082 0.815  1.43
Si 3.627 0.279 1.417  0.79
C 4.458 1.409 2.690  -1.55
C 4.672 -0.091 -0.094  -1.34
C 3.503 -1.346 2.386  -1.00
H -1.882 5.334 -1.296  0.56
H -2.301 3.793 -2.048  0.45
H -0.608 4.247 -1.856  0.34
H -2.375 5.495 1.414  0.48
H -0.762 5.123 2.026  0.47
H -2.157 4.209 2.590  0.42
H -3.916 3.061 -0.210  0.56
H -3.630 2.607 1.462  0.50
H -3.257 1.482 0.157  -0.17
H 0.291 5.204 0.169  0.37
H 2.433 6.321 0.103  0.43
H 4.536 4.998 0.254  0.42
H 4.430 2.590 0.547  0.39
H 4.050 2.415 2.743  0.42
H 5.525 1.501 2.466  0.34
H 4.374 0.960 3.680  0.52
H 4.600 0.689 -0.853  0.29
H 4.316 -1.020 -0.548  0.24
H 5.725 -0.228 0.165  0.48
H 2.526 -1.691 2.713  -0.08
H 4.102 -1.218 3.289  0.56
H 3.959 -2.140 1.796  0.41
Se -0.162 -1.513 -3.584  -0.17
Se 1.642 1.617 -2.285  -0.02
C -0.170 1.560 -2.751  -0.04
C -0.750 1.982 -3.946  -1.02
C -2.089 1.737 -4.151  -0.66
C -2.826 1.060 -3.180  -1.08
C -2.187 0.694 -2.019  -0.30
N -0.902 0.984 -1.786  1.42
C 0.892 -1.941 -2.139  -0.31
C 1.782 -3.044 -2.321  -0.81
C 2.381 -3.670 -1.273  -1.15
C 2.159 -3.173 0.024  -0.89
C 1.434 -2.026 0.136  0.50
N 0.834 -1.362 -0.890  0.95
H -0.134 2.457 -4.696  0.56
H -2.560 2.041 -5.078  0.44
H -3.864 0.803 -3.333  0.51
H -2.687 0.112 -1.256  0.14
H 1.898 -3.403 -3.333  0.47
H 3.004 -4.542 -1.433  0.44
H 2.561 -3.654 0.903  0.72
H 1.289 -1.584 1.111  -0.83

Net charge: 0
HOMO-LUMO gap, eV: 5.9
Max |F|, eV/A: 1.4
Total energy, eV: -239508.178

---

(4)
Entry from the Open Molecules 2025 dataset: C40H59CsN5PS as an isolated structure at a distorted geometry (ωB97M-V/def2-TZVPD).

Last column: Mulliken charge in e.
Cartesian coordinates (Å):
Cs 1.231 0.981 -0.884  1.67
C 4.693 1.943 4.672  -1.05
C 4.726 3.183 3.787  -0.41
N 3.495 3.395 3.053  -0.16
C 3.151 2.728 1.920  0.07
S 1.549 3.117 1.331  -0.53
N 4.073 1.891 1.485  -0.67
N 3.841 1.257 0.299  0.15
C 4.756 0.409 -0.032  0.79
C 5.933 0.087 0.850  -1.41
C 4.705 -0.240 -1.374  -0.10
C 5.838 -0.888 -1.874  -0.73
C 5.804 -1.452 -3.137  -0.54
C 4.644 -1.369 -3.888  -0.89
C 3.564 -0.716 -3.318  -0.33
N 3.586 -0.169 -2.107  0.30
H 5.645 1.813 5.191  0.31
H 4.504 1.060 4.063  0.23
H 3.904 2.022 5.421  0.33
H 5.542 3.105 3.069  0.26
H 4.898 4.075 4.392  0.43
H 2.778 3.988 3.435  0.21
H 5.700 0.356 1.874  0.18
H 6.818 0.659 0.554  0.31
H 6.183 -0.974 0.800  0.46
H 6.744 -0.936 -1.290  0.37
H 6.682 -1.947 -3.532  0.41
H 4.573 -1.791 -4.880  0.44
H 2.632 -0.622 -3.868  0.44
C -1.637 5.287 0.178  -1.64
C -2.284 4.486 -0.949  0.32
C -3.705 4.994 -1.217  -1.52
C -2.321 2.994 -0.689  -0.39
C -2.339 2.103 -1.757  0.23
C -2.517 0.736 -1.573  0.70
C -2.628 -0.164 -2.791  1.07
C -1.524 0.094 -3.819  -1.79
C -4.006 -0.013 -3.440  -1.72
C -2.677 0.232 -0.271  0.27
C -2.641 1.116 0.819  0.66
C -2.439 2.474 0.589  0.23
C -2.942 0.670 2.239  0.40
C -4.388 1.016 2.609  -1.46
C -1.984 1.277 3.268  -1.63
C -3.106 -1.196 -0.043  -1.03
C -4.490 -1.389 0.019  -0.80
C -5.050 -2.628 0.276  -1.37
C -4.219 -3.717 0.491  -0.91
C -2.848 -3.546 0.417  -0.34
C -2.260 -2.307 0.138  0.62
P -0.442 -2.142 -0.128  0.76
C 0.322 -2.545 1.548  2.58
C -0.255 -3.727 2.328  -1.97
C 0.092 -1.289 2.394  -2.09
C 1.835 -2.720 1.368  -2.24
C 0.015 -3.519 -1.353  2.13
C -1.006 -3.477 -2.494  -2.00
C 1.367 -3.098 -1.956  -1.84
C 0.146 -4.960 -0.859  -1.85
H -1.475 6.318 -0.141  0.42
H -0.678 4.868 0.488  0.27
H -2.280 5.319 1.060  0.34
H -1.702 4.641 -1.860  0.31
H -4.335 4.837 -0.338  0.31
H -4.162 4.467 -2.056  0.35
H -3.698 6.061 -1.444  0.44
H -2.234 2.499 -2.761  0.40
H -2.540 -1.195 -2.448  -0.40
H -1.613 1.085 -4.267  0.44
H -1.579 -0.637 -4.629  0.48
H -0.530 0.028 -3.369  0.31
H -4.154 1.012 -3.789  0.31
H -4.803 -0.245 -2.733  0.30
H -4.105 -0.682 -4.298  0.47
H -2.422 3.146 1.437  0.17
H -2.852 -0.417 2.278  0.18
H -4.542 2.097 2.553  0.29
H -4.607 0.695 3.630  0.45
H -5.102 0.538 1.940  0.28
H -2.210 2.331 3.442  0.46
H -0.942 1.217 2.953  0.19
H -2.090 0.764 4.226  0.43
H -5.134 -0.532 -0.140  0.89
H -6.125 -2.740 0.313  0.40
H -4.633 -4.693 0.708  0.44
H -2.214 -4.404 0.581  0.23
H -1.302 -3.559 2.580  0.37
H 0.295 -3.829 3.269  0.52
H -0.175 -4.673 1.797  0.28
H -0.969 -1.116 2.554  0.26
H 0.521 -0.392 1.943  0.27
H 0.559 -1.419 3.375  0.66
H 2.094 -3.659 0.883  0.33
H 2.309 -2.715 2.354  0.57
H 2.274 -1.901 0.791  0.38
H -1.044 -2.487 -2.952  0.36
H -2.011 -3.746 -2.166  0.32
H -0.699 -4.186 -3.268  0.61
H 1.326 -2.078 -2.339  0.09
H 1.616 -3.762 -2.790  0.62
H 2.186 -3.146 -1.240  0.24
H -0.795 -5.370 -0.497  0.29
H 0.895 -5.068 -0.078  0.31
H 0.463 -5.586 -1.700  0.53
N 0.991 4.229 -1.723  0.06
C 0.667 3.747 -2.730  -0.36
H 1.299 4.332 -0.754  0.22

Net charge: 0
HOMO-LUMO gap, eV: 7.5
Max |F|, eV/A: 1.3
Total energy, eV: -70561.179

---

Among the records above, which one has the highest max |F|? C40H57BIN5PRu